Arrangement A

Density functional theory data (ωB97M-V with the def2-TZVPD basis set) for a 2-piece molecular cluster, C3H8OS overall.

ORCA input file:
```
! RIJCOSX wB97M-V def2-TZVPD def2/J DEFGRID3
* xyz 0 1
C -1.6327 -0.4698 -0.6972
C -0.5556 0.3158 0.1741
C 0.6535 -0.4899 0.4971
H -1.5183 -1.5055 -0.2219
H -1.2181 -0.0936 -1.8320
H -2.7572 -0.0412 -0.5826
H -0.8148 0.6942 1.3668
H 1.6608 1.2184 -0.5443
H 0.9363 0.0581 1.5125
H 0.4714 -1.5602 0.7598
H 3.0669 0.6568 0.5591
O -0.0521 1.3917 -0.3339
S 1.7601 -0.1747 -0.6573
*
```

Computed properties:
**Orbital gap**: 5.6 eV
**Highest occupied orbital energy**: -7.8382 eV



Arrangement B

Density functional theory data (ωB97M-V with the def2-TZVPD basis set) for a 2-piece molecular cluster, C3H8OS overall.

ORCA input file:
```
! RIJCOSX wB97M-V def2-TZVPD def2/J DEFGRID3
* xyz 0 1
C 3.8937 1.5934 -1.9643
O 2.9388 1.1166 -2.5065
H 4.9452 1.4160 -2.2683
H 3.7735 2.2194 -1.0728
C -1.8837 -0.6628 2.5820
S -1.6060 -1.2774 0.9009
C -1.4436 0.1762 -0.1394
H -0.9537 -0.5984 3.1257
H -2.5369 -1.4192 3.0117
H -2.3329 0.3334 2.6067
H -1.0969 -0.2045 -1.1044
H -2.3609 0.7556 -0.1921
H -0.6098 0.8051 0.1643
*
```

Computed properties:
**Structure (SMILES)**: C=O.CSC
**Orbital gap**: 9.2 eV
**Highest occupied orbital energy**: -8.3479 eV



Arrangement C

Density functional theory data (ωB97M-V with the def2-TZVPD basis set) for a 2-piece molecular cluster, C3H8OS overall.

ORCA input file:
```
! RIJCOSX wB97M-V def2-TZVPD def2/J DEFGRID3
* xyz 0 1
C 3.0630 -1.4487 -0.9033
O 3.8260 -0.5496 -1.1369
H 3.4719 -2.4594 -0.7234
H 1.9748 -1.3028 -0.8649
C -0.0231 0.4606 0.2536
S -1.5314 -0.4817 -0.0223
C -2.7360 0.7596 0.5226
H 0.7897 -0.1278 0.6587
H -0.2216 1.2582 0.9683
H 0.3249 0.9445 -0.6575
H -3.7183 0.2965 0.4932
H -2.5374 1.0395 1.5505
H -2.6824 1.6110 -0.1385
*
```

Computed properties:
**Structure (SMILES)**: C=O.CSC
**Orbital gap**: 9.4 eV
**Highest occupied orbital energy**: -8.6381 eV



Of them, arrangement A has the lowest stability.



Arrangement A

Density functional theory data (ωB97M-V with the def2-TZVPD basis set) for a 2-piece molecular cluster, C9H16N3O overall.

ORCA input file:
```
! RIJCOSX wB97M-V def2-TZVPD def2/J DEFGRID3
* xyz 1 1
C 3.7637 0.1880 -2.3634
C 3.0966 -0.4717 -0.1041
N 2.7002 -1.6730 -0.4637
N 3.3900 0.4708 -0.9768
N 2.9867 -0.1533 1.1949
H 2.7272 -1.9901 -1.4158
H 2.4184 -2.2953 0.2771
H 3.5319 1.4507 -0.8101
H 3.3143 0.7344 1.5413
H 2.1893 -0.5006 1.7162
H 4.6641 0.7426 -2.6208
H 2.9573 0.5120 -3.0180
H 4.0079 -0.8600 -2.5128
C -4.4498 1.6372 -0.3033
C -1.2184 -0.6736 1.1971
C -1.8704 -1.1416 0.0823
C -1.6840 0.3988 1.9591
C -2.8950 -0.3073 -0.4068
C -2.5948 1.2643 1.3815
C -3.2160 0.8950 0.1884
O -0.1706 -1.4249 1.7513
H -0.3886 -2.3556 1.8452
H -1.6467 -2.0039 -0.5290
H -1.0712 0.5843 2.8299
H -3.3493 -0.5418 -1.3572
H -2.8940 2.1382 1.9467
H -5.2761 1.1622 0.2300
H -4.5455 1.5757 -1.3789
H -4.4771 2.6385 0.1197
*
```

Computed properties:
**Orbital gap**: 8.4 eV
**Highest occupied orbital energy**: -11.2471 eV



Arrangement B

Density functional theory data (ωB97M-V with the def2-TZVPD basis set) for a 2-piece molecular cluster, C9H16N3O overall.

ORCA input file:
```
! RIJCOSX wB97M-V def2-TZVPD def2/J DEFGRID3
* xyz 1 1
C 0.9205 0.1857 -3.0724
C 1.0783 -0.6863 -1.8474
C 0.3212 -1.8805 -1.7701
C 2.0405 -0.3482 -0.8920
C 0.1591 -2.3310 -0.3735
C 2.0002 -0.9691 0.4002
C 1.0175 -1.8827 0.6357
O 0.8364 -2.2261 1.9481
H 1.0205 1.3390 -2.7724
H -0.0746 0.3548 -3.5949
H -0.1905 -2.2982 -2.6780
H 2.8043 0.2990 -1.2877
H -0.4936 -3.2778 -0.2806
H 2.7334 -0.4964 0.9678
H 1.1450 -2.9732 2.2556
H 1.5477 -0.1940 -3.8891
C -0.8326 0.7845 2.8792
C -1.3729 1.5854 0.7251
N -0.4808 1.3617 1.6415
N -2.7115 1.1574 0.6840
N -0.9526 2.3549 -0.3776
H 0.5087 1.4067 1.3559
H -3.1661 0.4577 1.3125
H -3.1678 1.2660 -0.1061
H -0.1309 2.9672 -0.2069
H -1.2830 2.2018 -1.3279
H -0.1637 -0.1621 3.2571
H -1.9325 0.3957 2.8655
H -1.1800 1.6078 3.5481
*
```

Computed properties:
**Orbital gap**: 9.0 eV
**Highest occupied orbital energy**: -11.7801 eV



Of them, arrangement B has the lowest stability.



Arrangement A

Density functional theory data (ωB97M-V with the def2-TZVPD basis set) for the molecule C7H7NO.

ORCA input file:
```
! RIJCOSX wB97M-V def2-TZVPD def2/J DEFGRID3
* xyz 0 1
C 2.7375 -0.3238 1.0603
C 1.9092 -0.4048 0.2016
C 0.3063 -0.4720 -0.8109
C -0.3305 -1.7126 -0.5278
C -1.4466 -1.5731 0.1662
C -1.6518 -0.1001 0.2937
O -2.5865 0.4752 0.8602
N -0.5521 0.4895 -0.2683
C -0.2777 1.8775 -0.1451
H 3.6737 0.0057 1.3844
H 0.8112 -0.1432 -1.7645
H 0.2499 -2.6944 -0.7383
H -2.1920 -2.2998 0.6257
H -0.4141 2.1876 0.8824
H 0.7435 2.1864 -0.2773
H -0.9801 2.5018 -0.9422
*
```

Computed properties:
**Structure (SMILES)**: C#C[C@H]1C=CC(=O)N1C
**Orbital gap**: 9.7 eV
**Highest occupied orbital energy**: -9.7000 eV



Arrangement B

Density functional theory data (ωB97M-V with the def2-TZVPD basis set) for the molecule C7H7NO.

ORCA input file:
```
! RIJCOSX wB97M-V def2-TZVPD def2/J DEFGRID3
* xyz 0 1
O 2.2579 0.7180 1.4861
C 1.3440 0.1413 0.8401
C 1.4990 -1.2969 0.3626
C 0.3502 -1.5921 -0.4727
C -0.4061 -0.5906 -0.8802
C -1.9179 -0.4962 -0.5121
N -1.8946 0.9627 -0.7385
C -0.7423 1.5381 0.0492
C 0.1752 0.6691 -0.0355
H 1.9951 -2.2476 0.9617
H 0.1329 -2.6528 -1.1596
H -0.1442 -0.1636 -1.9856
H -2.1171 -1.0820 0.4186
H -2.7904 -0.8286 -1.1631
H -2.7224 1.6188 -0.3810
H -0.9677 2.6370 0.4819
*
```

Computed properties:
**Structure (SMILES)**: O=C1C=C[C@H]2CNC=C12
**Orbital gap**: 8.8 eV
**Highest occupied orbital energy**: -9.0513 eV



Arrangement C

Density functional theory data (ωB97M-V with the def2-TZVPD basis set) for the molecule C7H7NO.

ORCA input file:
```
! RIJCOSX wB97M-V def2-TZVPD def2/J DEFGRID3
* xyz 0 1
C -1.6640 -0.7130 1.7284
C -0.7868 0.3459 1.8859
C -1.5585 -1.1820 0.4192
C -0.2266 0.6178 0.6840
C 0.9127 0.2607 -1.7256
C -0.0758 -0.5754 -1.4199
C 1.2822 1.3599 -0.7996
N -0.6021 -0.3872 -0.2024
O 2.5152 1.2542 -0.1950
H -2.0852 -1.2091 2.5594
H -0.5261 1.0086 2.6313
H -1.8265 -2.2173 0.1509
H 1.1763 0.2110 -2.7099
H -0.4467 -1.3666 -2.0368
H 1.3066 2.3178 -1.1448
H 2.6052 0.2749 0.1748
*
```

Computed properties:
**Orbital gap**: 8.8 eV
**Highest occupied orbital energy**: -8.1851 eV



Arrangement D

Density functional theory data (ωB97M-V with the def2-TZVPD basis set) for a 2-piece molecular cluster, C7H7NO overall.

ORCA input file:
```
! RIJCOSX wB97M-V def2-TZVPD def2/J DEFGRID3
* xyz 0 1
C 1.3140 -3.5334 3.3588
C 0.8362 -2.8510 2.4753
C 0.3229 -2.0509 1.4719
C -0.1523 -1.3133 0.6304
C -0.7263 -0.4157 -0.3672
C 0.1333 0.8372 -0.5799
C -0.4222 1.7117 -1.6790
N 0.1232 2.8793 -1.9624
H 1.7138 -4.1776 4.1225
H -0.8417 -0.9636 -1.3147
H -1.7372 -0.1262 -0.0452
H 0.1719 1.4135 0.3567
H 1.1652 0.5700 -0.8405
O -1.6980 1.9762 -1.6004
H 1.1281 2.8313 -2.0910
H -1.3308 3.2123 -1.9351
*
```

Computed properties:
**Orbital gap**: 9.6 eV
**Highest occupied orbital energy**: -9.4141 eV



Of them, arrangement D has the lowest stability.



Arrangement A

Density functional theory data (ωB97M-V with the def2-TZVPD basis set) for an isolated ion of composition C8H13N2S and charge +1.

ORCA input file:
```
! RIJCOSX wB97M-V def2-TZVPD def2/J DEFGRID3
* xyz 1 1
C 1.6344 0.5816 0.4931
C -0.5938 -1.0892 -0.2512
C 1.2280 1.2384 -0.8122
C -0.5214 -0.2490 1.0711
C -0.2182 0.8174 -1.3148
C 3.0522 0.7083 0.8776
C -0.6903 -2.5253 -0.0099
C -2.9272 0.6650 0.0535
N 0.8527 -0.0502 1.2369
N -0.3404 -0.5974 -1.4067
S -1.3025 1.2954 0.2149
H 1.2239 2.2983 -0.6838
H 1.9424 0.9852 -1.5938
H -0.8877 -0.5074 2.0228
H -0.6896 1.3758 -2.1733
H 3.2551 -0.1301 1.5626
H 3.3572 1.7697 1.2860
H 3.6988 0.6131 -0.1018
H -1.2971 -2.9073 0.8881
H 0.2371 -3.0835 -0.1175
H -1.2602 -2.9076 -0.8648
H -3.3405 1.2140 -0.7865
H -3.5528 0.7177 0.8959
H -2.8602 -0.2329 -0.4863
*
```

Computed properties:
**Orbital gap**: 9.4 eV
**Highest occupied orbital energy**: -13.6054 eV



Arrangement B

Density functional theory data (ωB97M-V with the def2-TZVPD basis set) for a 2-piece molecular cluster, C8H13N2S overall.

ORCA input file:
```
! RIJCOSX wB97M-V def2-TZVPD def2/J DEFGRID3
* xyz 1 1
C -1.9445 -1.7906 -1.1127
C -0.6657 -2.4287 -0.9077
C -1.8548 -0.5913 -1.7655
C 0.3291 -1.5779 -1.4271
C -0.8714 0.6130 1.5553
C 0.3612 1.2146 2.2479
C 0.3719 0.8127 0.7250
C 1.2787 -0.2380 0.2465
N 2.3180 0.2749 -0.3447
N 0.4396 2.0348 -0.1864
S -0.2938 -0.1548 -2.2721
H -2.8073 -2.3321 -0.6886
H -0.5080 -3.2710 -0.1362
H -2.6940 0.0656 -2.0765
H -1.3764 -0.1474 2.0257
H -1.6690 1.4202 1.3540
H 0.3508 2.1821 2.5869
H 0.8661 0.5098 2.8532
H 1.2718 -1.1378 0.8112
H 3.2336 -0.2041 -0.6376
H 2.1567 1.3160 -0.6776
H 0.5929 2.9918 0.3284
H 1.3788 -1.6779 -1.6645
H -0.2643 2.1160 -0.8370
*
```

Computed properties:
**Orbital gap**: 8.3 eV
**Highest occupied orbital energy**: -12.6871 eV



Of them, arrangement B has the lowest stability.